One molecule with the formula C5H9NO2 at a distorted geometry, computed with ωB97M-V with the def2-TZVPD basis set.

Each atom is followed by the atoms it is bonded to, with distances in Å.
Geometry (Å):
1 C -1.975 -0.027 0.974  C2 1.553, H9 1.166, H10 1.156, H11 1.127
2 C -1.388 -0.218 -0.451  C1 1.553, C3 1.489, N6 1.421, H12 1.196
3 C -0.100 -0.824 -0.887  C2 1.489, C4 1.529, N6 1.396, H13 1.176
4 C 1.165 -1.346 -0.205  C3 1.529, O5 1.413, H14 1.244, H15 1.188
5 O 1.067 -0.854 1.116  C4 1.413, H16 1.079
6 N -0.326 0.549 -1.002  C2 1.421, C3 1.396, C7 1.318
7 C 0.202 1.476 -0.227  N6 1.318, O8 1.283, H17 1.086
8 O 1.412 1.497 0.198  C7 1.283
9 H -2.690 -0.931 1.148  C1 1.166
10 H -1.218 -0.063 1.848  C1 1.156
11 H -2.805 0.731 1.056  C1 1.127
12 H -2.229 -0.594 -1.214  C2 1.196
13 H -0.407 -1.538 -1.769  C3 1.176
14 H 2.106 -0.734 -0.740  C4 1.244
15 H 1.296 -2.522 -0.299  C4 1.188
16 H 1.541 0.115 1.155  O5 1.079
17 H -0.567 2.175 0.086  C7 1.086

Calculated values
Spin multiplicity: 1
Electronic energy, Eh: -401.02404
SMILES string: C[C@@H]1[C@H](CO)N1C=O
Molar mass, g mol⁻¹: 115.13
Energy above the lowest of the compared OMol25 structures with the same formula, charge and spin, kJ/mol: 401.0
Total charge: 0

natural (NBO) atomic charge list, values in e, 8 entries: C -0.682; C -0.025; C -0.068; C -0.084; O -0.783; N -0.425; C 0.546; O -0.660